1.
Below is C15H28AlClF4N2O2 as an isolated structure, with properties calculated with ωB97M-V/def2-TZVPD.

Geometry as XYZ:
```
53
Properties=species:S:1:pos:R:3
Cl -0.90 -0.53 2.98
Al 1.34 -4.73 -2.34
F 2.88 -4.44 -1.71
F 1.37 -4.54 -4.02
F 0.83 -6.29 -1.95
F 0.26 -3.58 -1.67
O 1.93 1.15 -1.99
O -3.81 -0.47 1.19
N -3.09 0.01 0.25
N 2.55 0.93 0.24
C -4.12 2.13 0.90
C 2.25 0.42 -1.07
C -2.11 -2.26 0.31
C -1.87 -0.90 -1.71
C 0.73 1.30 1.90
C 4.82 0.40 1.10
C -1.92 -0.82 -0.17
C -0.59 -0.21 0.31
C 1.52 1.86 0.70
C 2.32 -1.08 -1.23
C -2.36 2.15 -0.83
C -1.78 1.64 1.59
C -0.61 0.62 1.59
C -2.80 1.45 0.46
C 3.94 1.39 0.33
H -1.34 1.91 -1.12
H -1.38 2.66 1.56
H -4.01 3.21 0.75
H 4.36 1.55 -0.66
H 0.53 2.14 2.57
H 1.38 0.62 2.45
H -1.32 -2.89 -0.12
H -2.08 -2.35 1.39
H 1.34 -1.46 -1.52
H -2.30 1.55 2.54
H -4.94 1.76 0.28
H -3.08 -2.63 -0.03
H 2.57 -1.55 -0.29
H -2.56 -1.68 -2.03
H 5.09 -0.46 0.49
H 3.08 -1.37 -1.95
H -2.42 3.23 -0.70
H -2.21 0.02 -2.18
H 0.09 -1.05 0.48
H 3.99 2.34 0.86
H 4.28 0.09 2.00
H 0.87 2.12 -0.13
H -0.16 0.35 -0.51
H -4.34 1.94 1.94
H 1.95 2.81 1.02
H -3.01 1.85 -1.65
H -0.89 -1.20 -2.05
H 5.74 0.89 1.43
```

Values from the calculation:
multiplicity = 2
total charge = -1
gap between HOMO and LUMO (spin up / spin down) = 8.6 / 9.4 eV

2.
Below is a 2-piece molecular cluster, C5H14N2 overall, with properties calculated with ωB97M-V/def2-TZVPD.

Geometry as XYZ:
```
21
Properties=species:S:1:pos:R:3
N -3.82 0.59 -0.11
N -0.58 -0.86 -0.97
C 2.77 1.39 0.14
C 2.52 -0.30 -0.04
C 1.37 -0.73 0.77
C -1.73 0.03 -0.85
C -2.93 -0.46 -0.04
H 2.60 -0.48 -1.11
H 0.30 -0.37 -0.31
H -3.35 -1.35 -0.45
H -2.28 0.28 -1.86
H -2.70 -0.69 0.91
H 0.79 0.14 1.11
H 3.66 1.66 -0.55
H -4.55 0.64 0.70
H 1.70 1.75 -0.02
H 1.66 -1.47 1.58
H -0.54 -1.55 -0.14
H -1.44 0.93 -0.42
H 3.01 1.49 1.20
H 3.53 -0.63 0.48
```

Values from the calculation:
relative energy (zero: lowest compared OMol25 entry of this formula, charge and spin) = 237.9 kcal/mol
gap between HOMO and LUMO = 3.3 eV

3.
Below is a 2-piece molecular cluster, C4H10O overall, with properties calculated with ωB97M-V/def2-TZVPD.

Geometry as XYZ:
```
15
Properties=species:S:1:pos:R:3
O -1.79 -0.18 0.33
C 1.75 0.72 -0.47
C -1.71 1.17 0.74
C 0.97 -0.29 -0.82
C 1.02 -1.67 -0.23
H 0.21 -0.14 -1.59
H 1.31 -2.41 -0.97
H 1.66 1.70 -0.94
H -2.72 -0.45 0.35
H -0.65 1.44 0.70
H 2.50 0.62 0.31
H 1.73 -1.72 0.60
H -2.26 1.84 0.07
H 0.03 -1.94 0.15
H -2.07 1.31 1.77
```

Values from the calculation:
relative energy (zero: lowest compared OMol25 entry of this formula, charge and spin) = 31.7 kcal/mol
gap between HOMO and LUMO = 10.2 eV